[1]
Density functional theory data (ωB97M-V/def2-TZVPD) for the molecule C5H11NO.

Last column: Löwdin charge in e.
Positions of all 18 atoms, in Å:
C 0.56262 -1.09676 -1.74020  -0.104
C 0.62943 -1.12468 -0.21610  -0.228
C -0.29231 -0.10152 0.45551  -0.397
C -0.29377 -0.24631 1.97656  -0.055
N 0.07062 1.25689 0.07113  0.044
C -0.80939 2.13371 -0.47792  -0.361
O -1.96558 1.88576 -0.75972  0.009
H -0.45685 -1.29628 -2.08926  0.079
H 0.86099 -0.11783 -2.13072  0.069
H 1.22346 -1.85316 -2.17653  0.070
H 0.35565 -2.12220 0.15136  0.112
H 1.66262 -0.94895 0.12055  0.112
H -1.31183 -0.23373 0.07834  0.141
H -0.60902 -1.25383 2.26892  0.080
H 0.71023 -0.07632 2.38669  0.079
H -0.97736 0.47608 2.43303  0.081
H 0.99650 1.59018 0.29894  0.140
H -0.35601 3.12894 -0.65059  0.129

Force components x, y, z for each atom (eV/Å):
C -0.02 0.01 -0.05
C 0.03 -0.02 0.04
C -0.08 -0.14 0.00
C 0.00 0.00 0.05
N -0.05 0.09 -0.03
C -0.05 -0.05 0.01
O 0.33 0.07 0.07
H 0.14 0.03 0.05
H -0.04 -0.15 0.05
H -0.09 0.13 0.06
H 0.03 0.16 -0.04
H -0.14 -0.01 -0.03
H 0.14 -0.02 0.05
H 0.05 0.15 -0.05
H -0.13 -0.02 -0.07
H 0.09 -0.10 -0.07
H -0.14 0.00 -0.05
H -0.07 -0.12 0.00

Computed properties:
Frontier orbital gap, eV: 10.65
Spin multiplicity: 1
HOMO energy, eV: -9.74
Net charge: 0
E_LUMO, eV: 0.907
Relative energy (zero: lowest compared OMol25 entry of this formula, charge and spin), kJ/mol: 18.51



[2]
Density functional theory data (ωB97M-V/def2-TZVPD) for a structure of composition C34H44GeN6O5Ti.

Last column: Löwdin charge in e.
Positions of all 91 atoms, in Å:
Ti -0.41820 0.30066 -0.00130  1.068
O 2.80710 -2.46002 1.15249  0.229
C 2.13616 -1.38075 0.90706  -0.446
O 0.92044 -1.34643 0.71758  0.014
C 3.00533 -0.12568 0.93719  -0.064
O 2.37829 0.98246 0.31588  -0.151
C 2.76676 1.14209 -1.05505  -0.038
C 1.80167 0.33193 -1.95417  -0.518
O 2.04877 -0.01778 -3.06915  0.193
O 0.67278 0.12406 -1.32612  -0.164
H 2.30293 -3.29710 1.15964  0.183
H 3.98569 -0.35008 0.49499  0.164
H 3.18797 0.14904 1.98417  0.158
H 3.80371 0.83679 -1.23860  0.158
H 2.67440 2.20841 -1.29727  0.138
C -4.03345 -1.08136 3.31857  -0.002
N -2.62445 -1.41045 3.35237  -0.060
C -2.15963 -2.07564 4.56139  -0.072
C -0.64026 -2.04823 4.41616  -0.067
N -0.41726 -1.15649 3.27812  -0.066
C 0.71083 -0.26167 3.37136  -0.028
C -1.59877 -0.90546 2.64502  -0.305
N -1.66428 -0.35224 1.43071  -0.053
C -2.88196 -0.63648 0.66276  -0.181
C -2.50979 -0.86457 -0.80364  -0.165
N -1.88381 0.35822 -1.30291  -0.043
C -1.92609 0.64463 -2.61679  -0.277
N -1.01569 1.43065 -3.22771  -0.059
C -0.15715 2.46406 -2.71279  -0.018
C -1.14869 1.35053 -4.67771  -0.062
C -2.50440 0.67469 -4.85682  -0.068
N -2.82132 0.19222 -3.51540  -0.053
C -4.16158 -0.31279 -3.31654  -0.008
H -4.36403 -0.95010 4.34951  0.111
H -4.62937 -1.88313 2.87663  0.113
H -4.21252 -0.14426 2.79866  0.083
H -2.56273 -3.08848 4.61860  0.147
H -2.50606 -1.52041 5.43871  0.138
H -0.23630 -3.03483 4.17354  0.139
H -0.13684 -1.67741 5.30926  0.139
H 0.64032 0.34151 4.28388  0.106
H 0.74976 0.41310 2.50655  0.057
H 1.62315 -0.85649 3.43664  0.109
H -3.58286 0.21093 0.70020  0.114
H -3.37710 -1.54145 1.02584  0.133
H -3.41321 -1.15431 -1.34123  0.111
H -1.78632 -1.71186 -0.88659  0.152
H -0.00194 2.34330 -1.63640  0.031
H -0.60201 3.44727 -2.90920  0.121
H 0.80114 2.41015 -3.23603  0.118
H -0.32380 0.74839 -5.07392  0.145
H -1.10322 2.34410 -5.12685  0.142
H -2.47696 -0.15591 -5.56326  0.147
H -3.27761 1.37553 -5.18657  0.140
H -4.76481 0.02009 -4.16010  0.111
H -4.61628 0.10105 -2.41616  0.097
H -4.18660 -1.40499 -3.30951  0.111
C -5.72815 2.92617 0.82663  -0.033
C -4.94779 2.82519 -0.31728  -0.056
C -3.57414 2.71908 -0.20941  -0.155
C -2.94551 2.73695 1.03943  -0.309
C -3.73941 2.88090 2.17765  -0.091
C -5.11736 2.97006 2.07014  -0.046
Ge -0.95298 2.62883 1.10625  1.132
C -0.25840 4.18012 0.03671  -0.308
C 1.11711 4.36919 -0.08960  -0.142
C 1.61522 5.51071 -0.69085  -0.039
C 0.74041 6.45593 -1.20692  -0.023
C -0.62826 6.27223 -1.08989  -0.035
C -1.13236 5.13313 -0.48233  -0.081
C -0.35659 2.89253 3.00458  -0.284
C -1.03240 2.26465 4.05200  -0.162
C -0.77548 2.60804 5.36684  -0.052
C 0.20275 3.54818 5.65554  -0.025
C 0.90095 4.15712 4.62559  -0.033
C 0.62809 3.83343 3.30625  -0.072
H -6.80200 2.97935 0.74766  0.123
H -5.41717 2.83614 -1.28888  0.115
H -2.96903 2.64537 -1.10656  0.088
H -3.27911 2.97519 3.15054  0.092
H -5.71741 3.08556 2.96050  0.122
H 1.79518 3.62363 0.31176  0.093
H 2.68042 5.66587 -0.76129  0.122
H 1.12604 7.32989 -1.70744  0.126
H -1.30999 7.01883 -1.46998  0.125
H -2.20232 5.01042 -0.37949  0.103
H -1.77267 1.50521 3.83300  0.089
H -1.33107 2.14340 6.16607  0.119
H 0.42509 3.79363 6.68168  0.126
H 1.65699 4.89461 4.84989  0.125
H 1.15875 4.34302 2.51471  0.094

Force components x, y, z for each atom (eV/Å):
Ti -0.50 -1.40 0.82
O 0.31 -0.28 0.08
C -0.27 0.48 -0.06
O -0.16 0.05 -0.03
C 0.24 -0.02 0.13
O 0.23 -0.09 0.00
C -0.33 -0.16 -0.20
C 2.29 0.41 -0.92
O -0.28 0.14 0.44
O 0.32 -0.31 -1.37
H -0.14 0.34 -0.06
H -0.25 0.02 0.07
H -0.05 -0.21 -0.14
H -0.25 0.02 0.08
H -0.05 -0.24 -0.01
C -0.53 0.13 -0.21
N 0.52 0.13 -0.29
C 0.14 -0.16 0.43
C 0.05 -0.30 0.08
N -0.61 0.16 -0.01
C 0.19 0.13 -0.12
C 0.34 -0.61 1.03
N 0.03 0.13 0.06
C -0.76 -0.04 -0.48
C -0.31 -0.56 0.53
N 0.03 0.29 0.32
C 0.29 0.48 -1.05
N -0.47 -0.33 0.09
C 0.09 0.07 0.31
C 0.04 -0.13 -0.34
C 0.05 0.19 -0.45
N 0.51 0.04 0.37
C -0.39 -0.29 0.19
H 0.02 -0.01 -0.03
H 0.02 0.08 0.02
H -0.02 -0.01 -0.05
H 0.06 0.09 -0.01
H 0.00 -0.05 -0.07
H -0.03 0.07 0.12
H -0.03 0.02 -0.04
H 0.05 -0.01 -0.20
H 0.10 -0.13 0.37
H 0.05 0.06 -0.10
H 0.10 -0.27 0.06
H 0.17 0.15 -0.05
H 0.29 0.02 0.06
H -0.41 0.19 -0.03
H -0.05 0.31 -0.52
H 0.09 -0.10 0.14
H -0.02 0.03 0.14
H -0.10 0.10 0.02
H -0.04 -0.07 0.05
H 0.04 0.06 0.07
H 0.04 -0.06 0.07
H 0.02 -0.01 0.02
H 0.01 -0.06 -0.01
H -0.08 0.06 0.06
C 0.08 -0.06 0.00
C -0.06 0.00 -0.07
C 0.23 0.08 -0.08
C 0.70 -0.32 -0.31
C 0.29 -0.03 0.20
C -0.09 0.00 0.05
Ge -1.16 3.31 1.55
C 0.08 -0.91 0.33
C 0.20 -0.21 0.06
C 0.11 -0.14 0.04
C -0.04 0.01 -0.05
C -0.11 0.01 0.03
C -0.39 -0.13 0.02
C -0.15 -0.48 -0.84
C -0.13 -0.14 -0.11
C -0.09 -0.12 -0.09
C 0.05 0.00 -0.02
C 0.07 0.06 -0.01
C 0.10 0.06 -0.25
H -0.13 0.06 -0.01
H -0.05 0.01 -0.12
H -0.12 0.03 -0.01
H -0.05 -0.04 0.06
H -0.03 0.05 0.07
H 0.11 0.05 0.00
H 0.13 0.01 0.00
H 0.05 0.13 -0.01
H -0.05 0.05 -0.01
H -0.01 0.03 -0.05
H -0.11 -0.04 0.05
H -0.07 -0.07 0.10
H 0.01 0.08 0.11
H 0.05 0.06 0.00
H 0.04 0.03 0.02

Computed properties:
Frontier orbital gap (alpha / beta), eV: 7.16 / 4.87
Spin multiplicity: 2
HOMO energy (alpha / beta), eV: -16.76 / -16.53
Net charge: +3
E_LUMO (alpha / beta), eV: -9.593 / -11.657
Relative energy (zero: lowest compared OMol25 entry of this formula, charge and spin), kJ/mol: 359.03



[3]
Density functional theory data (ωB97M-V/def2-TZVPD) for a cluster of 2 separate species, C3H5ClFNO2 in total.

Last column: Löwdin charge in e.
Positions of all 13 atoms, in Å:
C -1.92547 -0.89631 0.17799  -0.145
C -0.51046 -1.23570 -0.10788  -0.340
N 0.43741 -0.23758 0.32247  -0.527
F 0.24225 0.93960 -0.43050  -0.108
Cl 0.18008 0.07129 1.98491  0.684
H -2.44953 -1.32386 1.04534  0.085
H -2.10112 0.14902 0.18877  0.056
H -2.47666 -1.08948 -0.69829  0.058
H -0.33399 -1.27929 -1.22289  0.136
H -0.14151 -2.20799 0.30093  0.130
O 3.38675 1.40476 -1.05219  0.187
C 2.99461 2.37898 -0.54177  -0.430
O 2.69764 3.32655 0.03311  0.214

Force components x, y, z for each atom (eV/Å):
C -1.30 -0.31 0.35
C 0.74 -0.65 -1.49
N 1.81 -0.63 0.17
F -0.60 -0.02 0.44
Cl -0.03 0.66 0.30
H 0.59 -0.07 -0.28
H 0.38 1.32 0.55
H -1.02 -1.05 -1.00
H -0.19 -0.07 1.10
H -0.35 0.85 -0.14
O -0.54 0.72 0.05
C 1.13 -1.78 -0.35
O -0.62 1.02 0.30

Computed properties:
Frontier orbital gap, eV: 10.54
Spin multiplicity: 1
HOMO energy, eV: -9.91
Net charge: 0
E_LUMO, eV: 0.621
Relative energy (zero: lowest compared OMol25 entry of this formula, charge and spin), kJ/mol: 281.20



[4]
Density functional theory data (ωB97M-V/def2-TZVPD) for the molecule CH2FPS.

Last column: Löwdin charge in e.
Positions of all 6 atoms, in Å:
F 1.92475 0.10752 0.51637  -0.475
P 0.61039 -1.04554 0.02061  0.893
C -0.79211 0.18773 0.16666  -0.938
S -2.36856 -0.26086 0.31354  0.589
H 0.77551 -0.53359 -1.22872  -0.086
H -0.48070 1.20458 -0.15753  0.017

Force components x, y, z for each atom (eV/Å):
F -2.25 -2.08 -0.51
P 1.57 2.63 2.08
C -0.84 -0.46 -0.63
S 1.85 0.45 -0.02
H 0.03 -0.11 -1.56
H -0.36 -0.44 0.63

Computed properties:
Frontier orbital gap, eV: 8.01
Spin multiplicity: 1
HOMO energy, eV: -9.32
Net charge: 0
E_LUMO, eV: -1.316
Relative energy (zero: lowest compared OMol25 entry of this formula, charge and spin), kJ/mol: 111.27



[5]
Density functional theory data (ωB97M-V/def2-TZVPD) for the molecule C5H10N2O2S.

Last column: Löwdin charge in e.
Positions of all 20 atoms, in Å:
C 1.35938 -1.64248 -0.80982  -0.403
C 0.56646 -0.06461 1.18592  -0.479
C -0.50307 -0.15979 -0.61029  -0.400
C 0.38159 1.29966 1.76588  -0.139
C -0.35056 0.88829 -1.57004  -0.015
N -0.05908 -1.42683 -0.89077  -0.050
N -1.76792 -0.11410 0.08040  -0.344
O -2.35165 0.97375 0.08180  0.057
O -2.16565 -1.11549 0.71164  0.030
S 2.13786 -0.54098 0.53143  0.874
H 1.52541 -2.62451 -0.50790  0.053
H 1.80400 -1.38566 -1.77363  0.082
H 0.14525 -0.80097 1.71365  0.030
H 1.15919 2.05299 1.70165  0.070
H 0.29184 1.21345 2.80728  0.052
H -0.54662 1.91214 1.47068  0.107
H 0.30301 0.67716 -2.39614  0.090
H -0.01778 1.87090 -1.25704  0.100
H -1.29557 1.08079 -2.05838  0.100
H -0.61606 -2.09372 -0.17632  0.185

Force components x, y, z for each atom (eV/Å):
C -0.57 1.82 -0.36
C 1.06 4.06 -4.22
C 1.30 -0.88 3.74
C -0.85 1.68 -0.35
C 0.37 2.16 -1.91
N -1.86 -3.36 1.63
N -1.44 -0.12 0.92
O 0.47 -1.05 0.13
O 0.49 0.99 -0.83
S -0.50 0.19 -0.35
H 0.40 -1.71 0.02
H 0.38 -0.09 0.34
H -2.08 -2.76 1.74
H 0.66 -0.36 -0.74
H -0.41 -0.30 1.72
H 0.87 -1.41 -0.02
H 0.60 -0.77 -0.12
H -0.02 0.05 0.80
H -0.49 0.00 -0.01
H 1.61 1.86 -2.11

Computed properties:
Frontier orbital gap, eV: 8.19
Spin multiplicity: 1
HOMO energy, eV: -8.55
Net charge: 0
E_LUMO, eV: -0.359
Relative energy (zero: lowest compared OMol25 entry of this formula, charge and spin), kJ/mol: 389.00



Result set for largest force on an atom: 0.0067, 0.0745, 0.0415, 0.0721, 0.1156 Eh/bohr, one per record in the order listed.